# 1
A cluster of 2 separate species, C4H9N2O in total in a non-equilibrium geometry, computed with ωB97M-V with the def2-TZVPD basis set.

Each line ends with the Löwdin charge.
CARTESIAN COORDINATES (ANGSTROEM)
1 C -0.1677 2.3139 1.7539  0.00
2 C -0.2613 1.0355 0.9905  -0.23
3 C 0.6921 0.1321 0.6605  0.01
4 N 0.1482 -0.7484 -0.2493  0.11
5 C -1.0191 -0.2734 -0.6481  -0.05
6 N -1.3114 0.7680 0.1179  0.15
7 H -1.0701 2.9023 1.6253  0.09
8 H 0.6002 2.9504 1.3060  0.10
9 H 0.1448 2.1531 2.7803  0.10
10 H 1.6521 0.0053 1.1193  0.14
11 H 0.4942 -1.6927 -0.4148  0.14
12 H -1.5865 -0.7797 -1.4075  0.17
13 H -2.0902 1.3932 -0.0590  0.19
14 H 1.3801 -3.5298 -2.0390  0.06
15 H 2.3662 -2.3174 -2.1174  0.06
16 O 1.4489 -2.5729 -1.9959  -0.04

Values from the calculation:
strongest force on any atom	0.0295	Eh/bohr
net charge	+1
Kohn-Sham gap	11.048	eV



# 2
A structure of composition C29H24AsCrN5O6PS in a non-equilibrium geometry, computed with ωB97M-V with the def2-TZVPD basis set.

Each line ends with the Mulliken spin population.
CARTESIAN COORDINATES (ANGSTROEM)
1 Cr 0.6081 -0.6626 0.6305  3.25
2 O -2.6083 -0.2081 3.7638  0.00
3 As -2.0943 -0.8355 2.1887  0.01
4 O -3.1120 -0.2762 1.0468  0.00
5 O -0.4729 -0.2817 2.1820  -0.01
6 C -2.1986 -2.7375 2.6121  0.00
7 C -3.1328 -3.1384 3.5565  0.00
8 C -3.2510 -4.4834 3.8843  0.00
9 C -2.4399 -5.4358 3.2863  0.00
10 C -1.5010 -5.0559 2.3396  0.00
11 C -1.3913 -3.7146 2.0143  0.01
12 S -0.2436 -3.2019 0.7876  0.00
13 O -0.9587 -2.0683 0.1279  0.02
14 O 0.0961 -4.2980 -0.0703  0.00
15 O 0.9212 -2.5829 1.4782  0.00
16 H -1.8220 0.1236 4.2114  0.00
17 H -3.7576 -2.3960 4.0314  0.00
18 H -3.9864 -4.7912 4.6171  0.00
19 H -2.5446 -6.4794 3.5537  0.00
20 H -0.8686 -5.7783 1.8404  0.00
21 C -3.0494 4.3574 1.0844  0.00
22 C -2.2672 3.6138 1.9569  0.00
23 C -1.3879 2.6631 1.4635  0.00
24 C -1.2910 2.4554 0.0899  0.00
25 C -2.0747 3.2003 -0.7846  0.00
26 C -2.9540 4.1504 -0.2843  0.00
27 P -0.0498 1.2852 -0.5182  -0.10
28 C -0.5737 0.8605 -2.1973  -0.03
29 C 0.2325 1.0350 -3.3164  -0.01
30 C -0.1621 0.5096 -4.5412  0.00
31 C -1.3549 -0.1953 -4.6402  0.00
32 C -2.1580 -0.3738 -3.5182  0.00
33 C -1.7708 0.1470 -2.2935  0.02
34 C 1.4910 2.2310 -0.5582  0.01
35 C 1.6904 3.4074 -1.2256  0.01
36 C 2.9047 4.1069 -1.0611  -0.01
37 C 3.8693 3.6291 -0.2172  0.01
38 C 3.6859 2.4210 0.4996  -0.01
39 C 4.6580 1.9071 1.3971  0.04
40 C 4.4227 0.7438 2.0706  -0.03
41 C 3.2135 0.0251 1.8765  0.02
42 C 2.2416 0.4723 1.0153  -0.15
43 C 2.4816 1.7005 0.3202  -0.02
44 H -3.7410 5.0950 1.4722  0.00
45 H -2.3525 3.7644 3.0253  0.00
46 H -0.7879 2.0663 2.1373  0.01
47 H -2.0140 3.0311 -1.8526  0.00
48 H -3.5701 4.7234 -0.9652  0.00
49 H 1.1693 1.5731 -3.2284  0.00
50 H 0.4586 0.6557 -5.4169  0.00
51 H -1.6635 -0.6027 -5.5957  0.00
52 H -3.0828 -0.9309 -3.5961  0.00
53 H -2.3766 -0.0204 -1.4040  0.00
54 H 0.9166 3.8137 -1.8681  0.00
55 H 3.0617 5.0356 -1.5941  0.00
56 H 4.7923 4.1812 -0.0776  0.00
57 H 5.5812 2.4555 1.5456  0.00
58 H 5.1657 0.3609 2.7606  0.00
59 H 3.0643 -0.9015 2.4247  0.00
60 N 1.5020 -3.2244 -3.8535  0.00
61 N 1.8436 -2.4785 -2.7477  0.01
62 N 3.0888 -2.3801 -2.3221  0.00
63 C 2.9195 -1.6634 -1.2219  0.03
64 N 1.6337 -1.3413 -1.0354  -0.10
65 N 0.9552 -1.8872 -2.0403  0.01
66 H 2.1448 -3.0068 -4.6032  0.00
67 H 0.5342 -3.0230 -4.0713  0.00
68 H 3.7174 -1.3461 -0.5720  0.00

Values from the calculation:
strongest force on any atom	0.0214	Eh/bohr
2S+1	4
Kohn-Sham gap (spin up / spin down)	8.451 / 8.517	eV



# 3
The molecule C3H4O2, computed with ωB97M-V with the def2-TZVPD basis set.

Each line ends with the Löwdin charge.
CARTESIAN COORDINATES (ANGSTROEM)
1 O -1.5212 -1.3775 0.3319  0.06
2 C -0.9341 -0.4083 0.7552  -0.23
3 C 0.5039 -0.2751 0.3972  -0.27
4 C 0.4920 0.5556 -0.8045  -0.11
5 O 1.2345 0.9339 0.3430  0.00
6 H -1.4473 0.4559 1.2178  0.14
7 H 1.1108 -1.1744 0.4157  0.16
8 H 0.9378 0.0998 -1.6734  0.12
9 H -0.3765 1.1900 -0.9829  0.13

Values from the calculation:
strongest force on any atom	0.0160	Eh/bohr
SMILES	O=C[C@H]1CO1
Kohn-Sham gap	11.144	eV



# 4
A structure of composition C52H56BHgN6O2P2SSi2, computed with ωB97M-V with the def2-TZVPD basis set.

Each line ends with the Mulliken spin population.
CARTESIAN COORDINATES (ANGSTROEM)
1 Hg -0.6821 -0.0030 -1.0412  -0.01
2 C 3.1179 -2.2429 -3.8381  0.00
3 Si 3.0610 -0.3781 -3.5155  0.00
4 C 4.8668 0.2096 -3.5026  0.00
5 C 2.2517 0.4403 -5.0138  0.00
6 N 2.1722 0.0059 -2.1440  0.00
7 P 2.4491 0.0042 -0.5926  0.00
8 C 1.0677 -0.0096 0.3849  0.00
9 P 0.4695 1.1087 1.5085  -0.01
10 N -1.0931 1.2760 1.3577  0.00
11 Si -2.4015 1.8229 2.2585  0.00
12 C -3.6498 2.6591 1.1145  -0.01
13 C -3.2744 0.3869 3.1173  0.01
14 C -1.9956 3.0878 3.6136  0.00
15 C 0.7775 0.5370 3.2384  0.00
16 C 0.5577 -0.8197 3.4666  0.00
17 C 0.5643 -1.3291 4.7528  0.00
18 C 0.8044 -0.4950 5.8381  0.00
19 C 1.0306 0.8545 5.6238  0.00
20 C 1.0078 1.3649 4.3326  0.00
21 C 1.2380 2.7808 1.4957  0.00
22 C 0.5391 3.7997 0.8537  0.00
23 C 1.0496 5.0874 0.8007  0.00
24 C 2.2690 5.3765 1.3973  0.00
25 C 2.9784 4.3677 2.0338  0.00
26 C 2.4660 3.0804 2.0776  0.00
27 C 3.6452 1.3426 -0.1864  0.00
28 C 3.5910 2.5020 -0.9531  0.00
29 C 4.4663 3.5478 -0.7196  0.00
30 C 5.4271 3.4452 0.2783  0.00
31 C 5.4825 2.3012 1.0606  0.00
32 C 4.5867 1.2648 0.8353  0.00
33 C 3.4073 -1.5326 -0.2179  0.00
34 C 2.6243 -2.6812 -0.1265  0.01
35 C 3.2003 -3.9291 0.0099  0.00
36 C 4.5845 -4.0588 0.0637  0.00
37 C 5.3766 -2.9259 -0.0322  0.00
38 C 4.7896 -1.6736 -0.1788  0.00
39 H 3.1740 -2.4793 -4.9027  0.00
40 H 2.2111 -2.6912 -3.4314  0.00
41 H 3.9705 -2.7083 -3.3405  0.00
42 H 5.3515 -0.0092 -4.4577  0.00
43 H 5.4311 -0.2953 -2.7188  0.00
44 H 4.9350 1.2832 -3.3231  0.00
45 H 2.5534 -0.0149 -5.9574  0.00
46 H 2.4908 1.5038 -5.0557  0.00
47 H 1.1707 0.3580 -4.9103  0.00
48 H -3.6551 2.1598 0.1456  0.01
49 H -3.3875 3.7062 0.9474  0.00
50 H -4.6610 2.6272 1.5226  0.00
51 H -3.3998 -0.4267 2.4030  0.00
52 H -4.2555 0.6570 3.5109  0.00
53 H -2.6626 0.0129 3.9406  0.00
54 H -1.3404 3.8771 3.2403  0.00
55 H -1.5019 2.6155 4.4631  0.00
56 H -2.9173 3.5538 3.9721  0.00
57 H 0.3756 -1.4688 2.6118  0.00
58 H 0.3725 -2.3799 4.9095  0.00
59 H 0.8072 -0.8972 6.8452  0.00
60 H 1.2077 1.5194 6.4619  0.00
61 H 1.1566 2.4284 4.1866  0.00
62 H -0.4160 3.5613 0.3990  0.00
63 H 0.4911 5.8676 0.2970  0.00
64 H 2.6676 6.3843 1.3649  0.00
65 H 3.9392 4.5793 2.4858  0.00
66 H 3.0261 2.2999 2.5740  0.00
67 H 2.8529 2.5618 -1.7450  0.00
68 H 4.4023 4.4464 -1.3203  0.00
69 H 6.1216 4.2583 0.4514  0.00
70 H 6.2159 2.2182 1.8539  0.00
71 H 4.6182 0.3854 1.4691  0.00
72 H 1.5458 -2.5768 -0.1552  0.00
73 H 2.5647 -4.8021 0.0765  0.00
74 H 5.0397 -5.0357 0.1777  0.00
75 H 6.4574 -3.0102 0.0020  0.00
76 H 5.4323 -0.8052 -0.2786  0.00
77 N -3.4176 -3.5757 1.9747  -0.01
78 C -2.6393 -4.1819 2.9426  0.00
79 C -3.1696 -4.4997 4.1888  0.01
80 C -2.4181 -5.1927 5.1274  0.00
81 C -1.1104 -5.5595 4.8397  0.02
82 C -0.5648 -5.2135 3.6077  0.00
83 C -1.3160 -4.5423 2.6553  0.01
84 S -0.6842 -4.1648 1.0649  0.01
85 N -1.6372 -2.9005 0.5235  0.20
86 C -2.8915 -2.8223 0.8952  0.12
87 C -3.8127 -1.9930 0.1989  0.15
88 C -5.2016 -1.9242 0.5203  0.10
89 C -6.0605 -1.2298 -0.2810  -0.01
90 C -5.5652 -0.5640 -1.4195  0.24
91 C -4.1888 -0.5966 -1.6058  -0.07
92 N -3.3232 -1.2516 -0.8586  0.15
93 H -4.3198 -3.2686 2.3030  -0.01
94 H -4.1892 -4.2072 4.4155  0.00
95 H -2.8570 -5.4363 6.0876  0.00
96 H -0.5119 -6.0905 5.5685  0.00
97 H 0.4616 -5.4675 3.3745  0.00
98 H -5.6090 -2.4205 1.3937  0.05
99 H -7.1154 -1.1901 -0.0310  0.00
100 H -6.2002 0.0101 -2.0773  0.02
101 H -3.7519 -0.0222 -2.4178  -0.02
102 C -2.7381 -3.8021 -4.7707  0.00
103 C -2.7106 -3.3551 -3.3124  0.01
104 C -1.3944 -2.8973 -2.8856  -0.01
105 N -0.4147 -2.4963 -2.4504  0.00
106 H -3.7410 -4.1286 -5.0428  0.00
107 H -2.0470 -4.6273 -4.9398  0.00
108 H -2.4507 -2.9837 -5.4287  0.00
109 H -3.0056 -4.1637 -2.6398  0.00
110 H -3.4031 -2.5318 -3.1304  0.00
111 O -0.9194 1.6670 -3.7282  0.03
112 B -1.4980 1.3571 -2.4763  0.00
113 O -2.5855 2.2392 -2.2741  -0.02
114 C -2.6458 3.0476 -3.3620  -0.01
115 C -3.5283 4.0685 -3.6342  0.00
116 C -3.3586 4.7402 -4.8461  0.00
117 C -2.3455 4.3910 -5.7308  0.00
118 C -1.4556 3.3542 -5.4441  0.00
119 C -1.6317 2.6983 -4.2468  0.01
120 H -4.3097 4.3289 -2.9345  0.00
121 H -4.0292 5.5512 -5.0987  0.00
122 H -2.2422 4.9340 -6.6618  0.00
123 H -0.6603 3.0740 -6.1192  0.00

Values from the calculation:
strongest force on any atom	0.0130	Eh/bohr
2S+1	2
net charge	-2
Kohn-Sham gap (spin up / spin down)	4.197 / 6.038	eV



Question: Number 3 is which compound?
Answer: C3H4O2



Question: strongest force on any atom of number 2 (C29H24AsCrN5O6PS)?
Answer: 0.0214 Eh/bohr



Question: What is the formula in the fourth record?
Answer: C52H56BHgN6O2P2SSi2